No. 1
Computed, not measured: a molecular structure, C39H26AuF5N4O3, with wB97M-V/def2-TZVPD.

The geometry in XYZ format:
```
78
Properties=species:S:1:pos:R:3:forces:R:3:lowdin_charge:R:1
Au -1.358581 2.024252 0.652959 0.007 -0.409 -0.132 1.45
C -2.155557 1.077982 4.778712 -0.005 -0.020 -0.005 -0.03
C -1.607000 1.666737 3.631041 -0.054 -0.024 0.028 -0.07
N -2.039362 1.336123 2.435155 0.081 0.136 0.036 -0.03
C -3.019113 0.397855 2.254052 0.013 -0.014 -0.007 -0.13
C -3.596615 -0.247609 3.358997 0.001 -0.032 -0.015 -0.15
C -3.138169 0.136289 4.639278 -0.001 0.014 0.002 0.02
C -4.561828 -1.253990 3.129705 -0.001 0.019 -0.012 -0.05
C -4.869990 -1.585267 1.839015 0.013 0.019 0.007 -0.07
C -4.292742 -0.940129 0.727934 0.005 0.000 0.017 0.00
C -3.380385 0.085976 0.903827 -0.055 -0.071 0.030 -0.20
N -2.737896 0.823683 -0.049008 0.084 0.065 0.004 -0.06
C -2.816286 0.800198 -1.443253 0.199 -0.080 -0.077 -0.19
C -3.824606 0.352260 -2.215972 -0.061 0.045 -0.003 -0.01
C -3.782735 0.494971 -3.654626 0.019 -0.026 0.028 -0.08
C -2.822794 1.220666 -4.256004 0.011 0.049 0.031 -0.05
C -1.780926 1.842210 -3.481836 -0.073 -0.088 -0.002 -0.16
C -0.912817 2.772012 -3.964576 0.061 0.031 -0.043 -0.02
C -0.002158 3.446260 -3.115796 -0.107 -0.023 -0.018 -0.07
C -0.125756 3.251796 -1.773793 0.020 0.055 0.020 -0.12
N -0.994298 2.354559 -1.262324 0.065 -0.262 -0.030 -0.07
C -1.598329 1.379795 -2.089227 -0.086 0.302 0.009 -0.28
H -1.785396 1.369182 5.750611 -0.001 0.006 -0.002 0.11
H -0.811229 2.398935 3.668174 -0.001 -0.001 -0.008 0.12
H -3.571045 -0.339293 5.510870 0.009 0.002 0.005 0.13
H -5.022387 -1.755554 3.969696 0.004 -0.009 -0.004 0.11
H -5.586046 -2.374501 1.649305 0.005 -0.004 0.001 0.11
H -4.554147 -1.279554 -0.259887 -0.004 0.023 -0.024 0.09
H -4.724443 -0.044259 -1.772962 -0.007 -0.021 0.000 0.09
H -4.584642 0.062082 -4.237143 -0.005 -0.015 0.015 0.10
H -2.845148 1.393374 -5.324977 0.015 0.015 0.002 0.11
H -0.962679 3.032920 -5.015821 0.007 0.018 0.008 0.12
H 0.686726 4.186639 -3.491218 0.008 -0.013 -0.014 0.10
H 0.413909 3.853478 -1.054543 0.049 -0.061 0.004 0.11
F 0.411581 8.579089 1.875845 -0.003 -0.014 0.000 0.12
C 0.318971 7.251761 1.765865 -0.020 0.000 -0.005 -0.15
C -0.892051 6.650631 1.487919 0.014 0.023 -0.004 -0.15
F -1.987128 7.396420 1.331752 0.005 -0.002 0.001 0.12
C -0.981822 5.272927 1.377548 -0.026 -0.005 0.028 -0.15
F -2.195974 4.747090 1.124390 0.005 -0.055 -0.007 0.06
C 0.124731 4.434402 1.530965 0.078 0.071 -0.037 -0.29
O 0.128746 3.110279 1.452210 -0.097 0.107 0.093 -0.22
C 1.336810 5.079760 1.813682 0.064 -0.001 -0.009 -0.15
F 2.438294 4.340577 1.977211 -0.024 0.004 -0.006 0.12
C 1.437037 6.451562 1.931528 0.029 -0.002 0.006 -0.14
F 2.617216 7.011170 2.202166 -0.025 -0.004 -0.006 0.13
C 6.292627 -3.913636 0.707998 -0.025 0.001 0.014 -0.05
C 4.828229 -3.971881 1.056368 0.007 -0.008 -0.006 -0.23
C 4.409111 -4.738214 2.137837 -0.004 -0.006 0.004 -0.06
C 3.071083 -4.803499 2.492811 -0.006 -0.001 -0.010 -0.09
C 2.133543 -4.116985 1.742373 0.022 -0.025 0.018 -0.02
C 2.534808 -3.349757 0.654498 -0.068 -0.011 -0.042 -0.21
N 1.534692 -2.650801 -0.072531 0.165 -0.015 0.008 0.09
C 1.268297 -2.844037 -1.402523 0.003 -0.067 0.092 -0.19
C 1.743815 -3.992519 -2.060550 0.027 0.014 0.011 -0.03
C 1.457590 -4.217415 -3.388356 -0.011 0.024 -0.023 -0.08
C 0.683098 -3.316551 -4.118282 0.016 -0.034 -0.006 -0.09
C 0.208615 -2.187983 -3.486502 0.015 -0.016 0.041 -0.02
C 0.489056 -1.926341 -2.140977 -0.081 -0.071 -0.093 -0.06
C -0.041011 -0.693323 -1.513520 0.199 0.316 0.024 -0.44
O -0.597476 0.128838 -2.380942 -0.055 -0.099 0.064 0.05
O 0.092138 -0.455666 -0.314525 -0.389 0.244 0.046 0.03
C 3.888226 -3.247782 0.311078 0.000 0.005 0.013 -0.17
C 4.330651 -2.368245 -0.825877 -0.016 -0.011 0.007 -0.02
H 6.855573 -4.635644 1.297628 0.004 0.000 0.000 0.07
H 6.708447 -2.923174 0.907150 0.007 0.001 -0.012 0.08
H 6.462724 -4.128949 -0.347959 0.005 -0.001 -0.003 0.08
H 5.145252 -5.290397 2.710022 0.006 0.001 -0.002 0.11
H 2.759469 -5.403655 3.337895 0.002 0.003 0.005 0.10
H 1.078016 -4.174496 1.975872 0.001 0.004 -0.010 0.11
H 1.113808 -1.827652 0.337740 -0.046 0.016 -0.033 0.11
H 2.329440 -4.707832 -1.498121 0.008 -0.011 -0.010 0.12
H 1.836584 -5.113167 -3.865271 -0.002 -0.008 0.008 0.10
H 0.453982 -3.501705 -5.158536 0.005 0.002 -0.005 0.10
H -0.397016 -1.472939 -4.024856 -0.002 0.013 0.003 0.12
H 3.617688 -1.563941 -0.998413 -0.015 -0.009 -0.004 0.08
H 4.413861 -2.932959 -1.758429 0.011 0.000 -0.005 0.09
H 5.303139 -1.923442 -0.620548 0.002 0.003 0.000 0.07
```
Forces are in eV/Å.

Results
Spin multiplicity: 1
LUMO energy (eV): -0.94
Frontier orbital gap (eV): 6.220
ΔE to the lowest compared entry with this formula, charge and spin (kcal per mole): 26.1
Maximum force (eV/Å): 0.46
E (eV): -70246.1630
E_HOMO (eV): -7.16

No. 2
Computed, not measured: a molecular structure, C4H12Cl4N4O9V at a distorted geometry, with wB97M-V/def2-TZVPD.

The geometry in XYZ format:
```
34
Properties=species:S:1:pos:R:3:forces:R:3:nbo_charge:R:1
N 21.772699 8.424250 -8.329951 -0.951 -0.685 0.230 -0.88
H 22.247200 7.952229 -7.556156 -0.106 -0.064 0.031 0.46
H 22.303259 9.266980 -8.539909 -0.098 -0.023 -0.422 0.46
H 20.789667 8.638705 -8.055384 0.488 0.605 0.604 0.47
H 21.605613 7.776644 -9.102508 0.888 0.193 -0.296 0.45
V 19.005173 9.864117 -3.487012 0.182 -5.302 -5.840 1.87
N 18.538303 9.827569 -6.753796 -2.517 -0.679 -2.038 0.74
O 19.337559 9.518769 -7.636262 0.558 0.180 0.925 -0.47
O 18.959656 10.183563 -5.590153 1.585 1.027 3.529 -0.56
O 17.350369 9.871530 -6.956782 0.621 0.086 0.607 -0.28
N 17.230363 7.160139 -4.619262 -2.240 -0.556 -1.606 0.72
O 16.203883 7.502968 -5.195141 0.970 -0.226 0.555 -0.36
O 17.889825 8.136936 -4.030343 2.122 2.821 2.373 -0.71
O 17.653919 6.033164 -4.551357 0.480 0.671 0.352 -0.34
N 21.548721 7.924605 -4.280746 2.085 -2.016 -0.979 0.75
O 20.678394 8.670572 -3.716549 -2.378 2.582 1.734 -0.55
O 21.659349 7.938653 -5.497480 -0.775 0.705 0.016 -0.45
O 22.253299 7.229952 -3.579267 -0.784 0.749 0.244 -0.33
Cl 25.050017 9.372743 -6.872857 -0.294 -0.247 0.563 -0.11
C 25.089959 8.677746 -5.182014 -0.456 0.087 -0.233 -0.35
C 25.317355 7.182889 -5.209802 0.626 0.159 0.101 -0.40
Cl 27.057500 6.830649 -5.445116 -0.267 -0.121 0.014 -0.04
H 24.148534 8.865592 -4.666163 -0.208 0.173 -0.453 0.21
H 25.832236 9.272451 -4.659891 0.317 -0.378 -0.019 0.24
H 24.771044 6.680641 -6.003359 -0.038 0.180 -0.102 0.22
H 24.990994 6.741436 -4.270537 0.195 0.089 0.137 0.23
Cl 23.073956 3.681316 -1.322397 0.210 0.141 -0.629 -0.06
C 24.239948 4.952512 -1.876489 -0.215 -0.153 1.169 -0.37
C 25.340136 4.953811 -0.801716 0.547 -0.177 -1.380 -0.38
Cl 26.339917 6.444512 -0.987489 -0.275 -0.241 0.191 -0.08
H 23.652624 5.857167 -2.001102 0.186 0.137 0.377 0.22
H 24.705408 4.719365 -2.830994 -0.259 -0.370 -0.036 0.21
H 25.978626 4.126179 -1.108847 0.242 0.070 0.291 0.22
H 25.073167 4.756214 0.229426 -0.442 0.583 -0.011 0.24
```
Forces are in eV/Å.

Results
Spin multiplicity: 3
LUMO energy (spin up / spin down) (eV): -9.03 / -6.61
Frontier orbital gap (spin up / spin down) (eV): 3.567 / 5.989
Maximum force (eV/Å): 7.89
E (eV): -104486.5101
Charge: +1
E_HOMO (spin up / spin down) (eV): -12.60 / -12.60

No. 3
Computed, not measured: a single C2H3BrO2 molecule at a distorted geometry, with wB97M-V/def2-TZVPD.

The geometry in XYZ format:
```
8
Properties=species:S:1:pos:R:3:forces:R:3:nbo_charge:R:1
O 0.358921 -1.433173 1.227617 -0.748 -0.105 0.007 -0.56
C -0.356765 -1.314054 0.277576 0.498 -0.391 -0.532 0.65
O -0.240150 -0.364148 -0.660224 0.806 1.821 0.835 -0.52
C 0.428356 0.846805 -0.234739 -0.509 0.141 -0.994 -0.13
Br -1.014771 2.207435 0.057455 0.689 -0.565 0.336 -0.04
H -1.155100 -1.934559 -0.141680 -0.044 -0.729 0.803 0.13
H 1.132222 0.765078 0.643952 -1.134 -0.070 -1.078 0.25
H 0.847286 1.226616 -1.169956 0.443 -0.101 0.623 0.22
```
Forces are in eV/Å.

Results
Spin multiplicity: 1
LUMO energy (eV): 0.53
Frontier orbital gap (eV): 11.140
ΔE to the lowest compared entry with this formula, charge and spin (kcal per mole): 18.7
Maximum force (eV/Å): 2.16
E (eV): -76259.4678
E_HOMO (eV): -10.61

No. 4
Computed, not measured: a molecular structure, C10H24AlBBeCl3INO4 at a distorted geometry, with wB97M-V/def2-TZVPD.

The geometry in XYZ format:
```
46
Properties=species:S:1:pos:R:3:forces:R:3:nbo_charge:R:1
C 4.331213 -1.470297 1.137704 -0.091 -0.507 0.842 -1.08
B 4.618914 -2.997073 0.601095 -1.274 -0.117 1.179 1.11
O 6.062702 -3.398907 0.451519 -0.808 1.176 -2.662 -1.04
N 3.584642 -4.030314 0.196359 0.901 0.227 3.160 -0.52
C 2.360225 -4.004163 1.082629 -4.437 0.116 -1.920 -0.37
C 1.069638 -3.665071 0.102271 -1.168 -0.968 0.386 -0.28
C 0.042778 -2.535626 0.719833 -0.046 -0.250 3.158 -0.74
I 1.702488 -3.184387 -1.983348 0.365 -0.259 1.768 0.31
H 5.114298 -0.733650 0.673612 -1.722 -0.816 0.868 0.21
H 3.210532 -1.163613 0.969091 2.393 -0.300 0.085 0.29
H 4.505774 -1.471175 2.318482 -0.208 0.043 -2.434 0.31
H 6.189995 -3.591250 -0.544119 -0.775 -1.536 1.658 0.50
H 2.439077 -3.316843 2.025931 -1.024 -0.571 -2.511 0.25
H 2.194659 -5.111061 1.497738 -0.935 2.811 -1.976 0.27
H 0.445128 -4.667298 -0.009650 1.145 2.357 0.003 0.27
H -0.482885 -1.986031 -0.192038 -0.825 -0.727 -0.594 0.34
H 0.638000 -1.794132 1.422947 -0.128 -2.367 -1.119 0.26
H -0.797012 -3.079902 1.355485 2.122 0.764 -1.428 0.30
C -5.055894 1.890287 -0.630780 -0.366 -0.211 0.053 -0.28
O -3.901535 2.531432 -0.108038 0.146 -0.467 -0.132 -0.60
C -3.288185 1.808355 0.959412 0.456 0.357 0.116 -0.10
C -1.765550 1.757813 0.786984 -0.541 0.225 -1.133 -0.08
O -1.300969 0.967299 -0.316999 -0.473 1.879 -0.871 -0.56
C -1.575620 1.465223 -1.633715 0.229 0.147 -0.314 -0.09
C -0.849112 2.763270 -2.004903 -0.677 -0.069 0.175 -0.10
O -1.382836 3.874461 -1.281130 0.396 -0.402 0.325 -0.56
C -0.389351 4.755907 -0.791268 -0.259 0.276 -0.173 -0.25
H -5.919777 2.113884 0.002506 -0.057 -0.140 -0.102 0.19
H -5.240163 2.282729 -1.632514 -0.035 0.027 0.068 0.20
H -4.918220 0.807212 -0.711565 0.072 0.089 0.052 0.19
H -3.679308 0.789437 1.035339 -0.042 0.085 -0.173 0.19
H -3.525989 2.340099 1.886957 0.126 -0.137 0.126 0.19
H -1.349513 1.279802 1.681453 0.028 -0.157 0.408 0.20
H -1.328089 2.755045 0.756317 -0.095 0.082 0.019 0.21
H -2.649517 1.539815 -1.800638 0.063 0.213 0.043 0.19
H -1.222533 0.684193 -2.316821 0.052 0.020 0.225 0.20
H -0.992329 2.971544 -3.071119 0.085 -0.233 -0.052 0.19
H 0.221608 2.645626 -1.814553 0.022 0.043 0.080 0.17
H 0.457077 4.215465 -0.357317 0.032 -0.053 -0.037 0.16
H -0.834841 5.374303 -0.007192 -0.040 -0.052 -0.172 0.20
H -0.040633 5.404853 -1.600936 0.170 0.034 0.125 0.18
Be -4.319777 4.578232 -1.267189 0.213 0.250 0.048 0.11
Cl -2.219777 -2.114625 -1.195760 0.693 -0.231 -0.184 -0.50
Al 7.080223 -1.821602 -0.274830 0.734 0.764 0.462 0.97
Cl 3.780223 -4.732966 2.554715 5.369 -0.787 1.259 -0.10
Cl -1.019777 -0.726299 1.328049 0.218 -0.627 1.298 0.09
```
Forces are in eV/Å.

Results
Spin multiplicity: 1
LUMO energy (eV): -6.92
Frontier orbital gap (eV): 1.488
Maximum force (eV/Å): 5.57
E (eV): -73758.8471
Charge: +1
E_HOMO (eV): -8.40

No. 5
Computed, not measured: 2 unconnected molecules or ions with the total composition C4H14N3P at a distorted geometry, with wB97M-V/def2-TZVPD.

The geometry in XYZ format:
```
22
Properties=species:S:1:pos:R:3:forces:R:3:nbo_charge:R:1
C 2.006551 1.468890 -0.307830 2.207 1.466 1.241 -0.66
C -1.256578 1.383706 0.432519 0.965 1.279 0.129 -0.41
C -2.015172 -1.667796 -0.583657 3.031 -3.335 -0.510 -1.00
C 0.742740 1.202496 -1.111182 -0.464 -0.501 0.966 -0.23
N 0.791589 -1.778767 -0.952163 0.670 -0.703 -0.079 -1.30
N 0.094990 -1.309390 2.576733 -1.798 -0.400 -1.968 -1.03
N -0.378904 0.588183 -0.378661 -0.145 -0.746 0.456 -0.78
P -0.314192 -1.072465 -0.163064 -0.155 0.373 2.280 1.85
H 1.866847 2.230516 0.526408 -0.164 -1.052 -0.847 0.22
H 2.739097 0.699788 0.098897 -1.940 -0.103 -0.241 0.23
H 2.787228 1.955545 -0.915822 -0.663 0.333 -0.469 0.22
H -1.210039 2.402826 -0.035450 -0.426 -0.700 0.852 0.20
H -2.248309 0.997241 0.425333 -0.980 -0.217 -0.266 0.20
H -0.949954 1.373820 1.486693 0.091 0.403 -0.140 0.22
H -2.619372 -1.889886 0.283082 -0.674 0.899 -0.191 0.27
H -2.132389 -1.027652 -1.421839 -1.686 0.851 -0.341 0.26
H -1.813026 -2.724222 -1.081269 -0.193 2.012 1.093 0.27
H 0.379442 2.153055 -1.590671 0.349 -1.073 0.258 0.20
H 0.840840 0.347617 -1.747257 1.232 0.427 -1.624 0.24
H 1.753379 -1.669738 -0.627386 -0.409 0.050 -0.316 0.40
H -0.156213 -2.319091 2.575529 0.078 0.667 -0.020 0.32
H 1.091446 -1.344679 2.511056 1.075 0.071 -0.263 0.31
```
Forces are in eV/Å.

Results
Spin multiplicity: 1
LUMO energy (spin up / spin down) (eV): 0.03 / -0.05
Frontier orbital gap (spin up / spin down) (eV): 7.495 / 8.428
ΔE to the lowest compared entry with this formula, charge and spin (kcal per mole): 63.4
Maximum force (eV/Å): 4.54
E (eV): -18130.4216
E_HOMO (spin up / spin down) (eV): -7.46 / -8.48

No. 6
Computed, not measured: a gas-phase ion, C11H19N3P (charge +1) at a distorted geometry, with wB97M-V/def2-TZVPD.

The geometry in XYZ format:
```
34
Properties=species:S:1:pos:R:3:forces:R:3:nbo_charge:R:1
C -4.504308 -0.405670 0.442578 -3.187 0.243 -2.194 -0.44
N -3.079001 -0.499729 0.068569 0.941 1.114 1.495 -0.36
C -2.409285 0.324134 1.135454 -0.091 -1.857 4.013 -0.23
C -0.951532 0.000182 1.380999 0.023 2.005 -4.139 -0.72
P -0.147759 0.715922 -0.203945 -0.622 -2.247 -0.629 1.69
N -0.792033 2.160037 -0.315534 -0.110 -2.637 1.990 -1.31
C 1.639896 0.206089 -0.329749 -0.721 1.455 0.667 -0.48
C 2.497908 1.181748 0.259315 -1.473 -1.216 0.261 -0.13
C 3.814350 0.891072 0.499721 -0.798 0.669 -1.112 -0.28
C 4.377807 -0.292953 0.018688 -0.296 -1.388 0.402 0.23
N 5.662330 -0.485999 0.349881 0.779 1.091 0.333 -0.76
C 3.569177 -1.261437 -0.604217 -0.591 0.975 -0.506 -0.28
C 2.212304 -0.987760 -0.753040 0.334 -0.945 -0.538 -0.15
C -1.155868 -0.404798 -1.438733 1.680 0.207 -0.957 -0.77
C -2.582292 0.014732 -1.273101 0.290 0.211 1.540 -0.22
H -4.726682 0.303741 1.245099 0.604 -0.252 -0.143 0.25
H -5.155837 -0.018881 -0.431188 1.335 -0.742 1.071 0.25
H -4.933064 -1.381270 0.708121 0.444 0.219 -0.055 0.25
H -2.683826 -1.412972 0.304456 -0.500 -0.304 -0.714 0.43
H -2.871196 -0.070993 2.135835 0.244 1.039 -1.805 0.22
H -2.550678 1.376248 1.033179 -0.479 0.588 -0.411 0.27
H -0.622164 0.668326 2.133480 0.561 -0.177 1.322 0.27
H -0.831740 -1.048683 1.366105 0.770 -1.107 0.893 0.22
H -0.323365 2.772448 -0.878548 1.412 2.195 -1.840 0.38
H 1.940672 2.029506 0.654894 0.825 0.409 -0.094 0.22
H 4.470295 1.651393 0.855219 0.334 0.381 0.606 0.22
H 6.047347 0.259176 0.886173 0.462 0.248 0.220 0.38
H 6.282699 -1.241431 0.236081 -0.036 -1.110 -0.560 0.41
H 3.918522 -2.139599 -1.144725 0.403 0.139 0.623 0.23
H 1.741471 -1.828835 -1.267178 -0.772 0.629 0.169 0.22
H -1.210241 -1.522153 -1.299488 0.852 0.873 -0.102 0.22
H -0.795433 -0.195380 -2.545888 -0.754 -0.383 2.286 0.28
H -2.760056 1.068367 -1.180275 0.119 0.615 -0.466 0.25
H -3.088412 -0.424582 -2.048228 -1.983 -0.940 -1.627 0.22
```
Forces are in eV/Å.

Results
Spin multiplicity: 1
LUMO energy (eV): -2.60
Frontier orbital gap (eV): 8.218
ΔE to the lowest compared entry with this formula, charge and spin (kcal per mole): 85.5
Maximum force (eV/Å): 4.60
E (eV): -25466.2548
Charge: +1
E_HOMO (eV): -10.81